Entry 1:
{
  "formula": "C3H2N3PS",
  "method": "ωB97M-V/def2-TZVPD",
  "e_homo_ha": [-0.299, -0.299],
  "e_tot_ev": -27732.6585,
  "fmax_ev_per_a": 3.1,
  "elements": ["C", "C", "C", "N", "N", "N", "P", "S", "H", "H"],
  "coordinates": [[-0.299, 1.160, 0.570], [2.300, -1.254, 0.027], [-2.360, -0.119, -0.037], [-1.382, 0.702, 0.277], [2.043, -0.091, 0.063], [2.211, 1.139, -0.254], [1.032, 2.144, -0.123], [1.986, -2.795, -0.099], [-3.433, 0.227, -0.199], [-2.098, -1.113, -0.224]]
}

***

Entry 2:
{
  "formula": "C3H2N3S",
  "method": "ωB97M-V/def2-TZVPD",
  "e_homo_ha": -0.558,
  "charge": 1,
  "e_tot_ev": -18438.7703,
  "smiles": "N#[N+]c1nccs1",
  "fmax_ev_per_a": 2.2,
  "elements": ["N", "N", "C", "N", "C", "C", "S", "H", "H"],
  "coordinates": [[-3.606, -0.428, -0.079], [-2.536, -0.272, 0.040], [-0.733, -0.087, -0.058], [0.029, -1.085, -0.037], [1.289, -0.580, -0.012], [1.366, 0.791, 0.042], [-0.186, 1.520, 0.056], [2.124, -1.257, -0.034], [2.252, 1.398, 0.080]]
}

***

Entry 3:
{
  "formula": "C3H2N3S",
  "method": "ωB97M-V/def2-TZVPD",
  "e_homo_ha": -0.574,
  "charge": 1,
  "e_tot_ev": -18438.3038,
  "fmax_ev_per_a": 3.2,
  "elements": ["C", "C", "C", "N", "N", "N", "S", "H", "H"],
  "coordinates": [[-0.790, 0.226, 1.221], [-0.854, 1.381, 0.491], [0.302, -0.288, -0.478], [1.658, -1.719, -1.608], [-0.064, -0.758, 0.599], [2.324, -2.416, -2.135], [0.008, 1.261, -1.027], [-1.225, 0.017, 2.184], [-1.358, 2.295, 0.754]]
}

***

Entry 4:
{
  "formula": "C3H2N4O",
  "method": "ωB97M-V/def2-TZVPD",
  "e_homo_ha": -0.351,
  "e_tot_ev": -11146.0125,
  "smiles": "c1nn2nncc2o1",
  "fmax_ev_per_a": 10.5,
  "elements": ["C", "N", "N", "N", "N", "C", "C", "O", "H", "H"],
  "coordinates": [[1.892, -0.251, 0.138], [1.081, -1.333, -0.050], [-0.100, -0.704, -0.060], [-1.232, -1.395, -0.006], [-2.098, -0.325, 0.018], [-1.448, 0.821, 0.123], [-0.156, 0.535, -0.184], [1.061, 0.843, -0.061], [2.916, 0.128, 0.128], [-1.917, 1.680, -0.046]]
}

***

Entry 5:
{
  "formula": "C3H2N4O",
  "method": "ωB97M-V/def2-TZVPD",
  "e_homo_ha": -0.369,
  "e_tot_ev": -11145.4761,
  "fmax_ev_per_a": 5.2,
  "elements": ["C", "C", "C", "H", "H", "N", "N", "N", "N", "O"],
  "coordinates": [[0.505, 1.480, -0.104], [-0.720, -0.015, 0.468], [0.497, -0.106, -0.290], [1.340, 1.643, 0.518], [0.463, 2.064, -1.053], [-1.658, -0.969, 0.635], [-0.822, -2.200, 0.403], [0.171, -2.189, -0.351], [0.939, -1.094, -0.899], [-0.716, 1.386, 0.674]]
}

***

Entry 6:
{
  "formula": "C3H2N4O",
  "method": "ωB97M-V/def2-TZVPD",
  "e_homo_ha": -0.359,
  "e_tot_ev": -11145.5011,
  "smiles": "O=c1nccnnn1",
  "fmax_ev_per_a": 7.5,
  "elements": ["O", "C", "N", "C", "C", "N", "N", "N", "H", "H"],
  "coordinates": [[-0.475, 2.111, 0.816], [-0.868, 1.058, 0.461], [-1.068, -0.345, 1.074], [0.055, -0.939, 0.700], [1.200, -0.428, -0.229], [0.696, 0.008, -1.370], [-0.677, -0.131, -1.626], [-1.414, 0.666, -0.951], [0.267, -1.670, 1.264], [2.285, -0.331, -0.138]]
}

***

Entry 7:
{
  "formula": "C3H2N4O",
  "method": "ωB97M-V/def2-TZVPD",
  "e_homo_ha": -0.326,
  "e_tot_ev": -11144.5274,
  "fmax_ev_per_a": 6.5,
  "elements": ["C", "C", "C", "N", "N", "N", "N", "O", "H", "H"],
  "coordinates": [[-1.922, 0.114, 0.201], [1.419, -0.715, 0.168], [0.579, 0.433, 0.200], [2.485, -0.493, -0.589], [1.352, 1.370, -0.493], [-3.095, 0.157, -0.073], [2.412, 0.825, -0.964], [-0.768, 0.295, 0.503], [1.359, -1.797, 0.624], [-3.822, -0.190, 0.422]]
}

***

Entry 8:
{
  "formula": "C3H2N4O",
  "method": "ωB97M-V/def2-TZVPD",
  "e_homo_ha": -0.342,
  "e_tot_ev": -11147.3701,
  "smiles": "c1ncn2nnoc12",
  "fmax_ev_per_a": 3.3,
  "elements": ["C", "N", "C", "N", "N", "N", "O", "C", "H", "H"],
  "coordinates": [[-1.358, 1.078, 0.018], [-2.065, -0.067, 0.086], [-1.238, -1.088, -0.068], [0.043, -0.616, -0.129], [1.259, -1.071, 0.072], [1.993, -0.089, 0.145], [1.321, 1.078, -0.111], [-0.034, 0.733, -0.055], [-1.886, 2.051, 0.331], [-1.522, -2.110, -0.033]]
}

***

Entry 9:
{
  "formula": "C3H2NO3",
  "method": "ωB97M-V/def2-TZVPD",
  "e_homo_ha": -0.170,
  "charge": -1,
  "e_tot_ev": -10774.4722,
  "smiles": "O=C([O-])CC#[N+][O-]",
  "fmax_ev_per_a": 3.8,
  "elements": ["O", "C", "O", "C", "C", "N", "O", "H", "H"],
  "coordinates": [[-1.313, -2.121, 0.825], [-0.372, -1.828, 0.045], [-0.002, -2.292, -1.023], [0.316, -0.436, 0.540], [1.719, -0.123, 0.344], [2.756, -0.469, -0.157], [3.892, -0.101, -0.540], [-0.049, -0.376, 1.635], [-0.210, 0.405, 0.100]]
}

***

Entry 10:
{
  "formula": "C3H2NOS",
  "method": "ωB97M-V/def2-TZVPD",
  "e_homo_ha": -0.092,
  "charge": -1,
  "e_tot_ev": -17511.8897,
  "fmax_ev_per_a": 2.6,
  "elements": ["C", "C", "C", "N", "O", "S", "H", "H"],
  "coordinates": [[-0.827, 0.127, 1.093], [0.737, 0.448, -0.643], [-1.335, 1.309, -1.323], [0.222, -0.080, 0.424], [-0.048, 1.164, -1.528], [-2.052, 2.279, -2.528], [-1.305, -0.630, 1.670], [1.845, 0.766, -0.563]]
}

***

Entry 11:
{
  "formula": "C3H2NiO3",
  "method": "ωB97M-V/def2-TZVPD",
  "s_squared": 3.7523,
  "e_homo_ha": [-0.458, -0.535],
  "charge": 1,
  "e_tot_ev": -50318.2787,
  "spin_multiplicity": 4,
  "fmax_ev_per_a": 2.2,
  "elements": ["C", "C", "O", "C", "O", "O", "H", "Ni", "H"],
  "coordinates": [[2.584, 1.881, 1.469], [1.551, 1.102, 1.342], [0.568, 0.481, 1.160], [-2.703, 0.296, -0.446], [-3.427, 0.352, -1.338], [-1.890, 0.306, 0.390], [3.565, 1.438, 1.643], [-0.946, -0.422, 2.094], [2.450, 2.958, 1.330]]
}

***

Entry 12:
{
  "formula": "C3H2O",
  "method": "ωB97M-V/def2-TZVPD",
  "e_homo_ha": -0.366,
  "e_tot_ev": -5185.4194,
  "fmax_ev_per_a": 6.1,
  "elements": ["C", "C", "C", "O", "H", "H"],
  "coordinates": [[1.161, 0.120, -0.100], [0.368, 1.163, 0.143], [-0.606, 0.104, 0.070], [1.399, -0.985, -0.140], [-1.522, 0.335, 0.472], [-0.799, -0.737, -0.445]]
}

***

Entry 13:
{
  "formula": "C3H2O",
  "method": "ωB97M-V/def2-TZVPD",
  "e_homo_ha": -0.362,
  "e_tot_ev": -5184.7075,
  "fmax_ev_per_a": 0.7,
  "elements": ["O", "C", "C", "C", "H", "H"],
  "coordinates": [[0.975, 1.663, 0.168], [0.391, 0.638, -0.087], [0.045, -0.174, -1.259], [-0.435, -0.770, -0.201], [-0.035, 0.133, 0.946], [-0.941, -1.490, 0.433]]
}

***

Entry 14:
{
  "formula": "C3H2O",
  "method": "ωB97M-V/def2-TZVPD",
  "e_homo_ha": [-0.375, -0.375],
  "e_tot_ev": -5185.7400,
  "fmax_ev_per_a": 3.3,
  "elements": ["C", "C", "C", "O", "H", "H"],
  "coordinates": [[1.068, 0.117, 0.108], [2.256, -0.281, -0.070], [-0.304, 0.424, 0.036], [-1.279, -0.457, -0.010], [-0.737, 1.492, -0.327], [-1.004, -1.296, 0.263]]
}

***

Entry 15:
{
  "formula": "C3H2O2",
  "method": "ωB97M-V/def2-TZVPD",
  "e_homo_ha": -0.301,
  "e_tot_ev": -7231.9075,
  "fmax_ev_per_a": 6.0,
  "elements": ["C", "C", "C", "O", "O", "H", "H"],
  "coordinates": [[0.801, -0.666, -0.090], [0.001, -0.040, -0.951], [-1.731, 0.484, -0.244], [-2.319, -0.483, 0.068], [1.209, 0.579, -0.053], [1.077, -1.591, 0.346], [-1.774, 1.552, -0.198]]
}

***

Entry 16:
{
  "formula": "C3H2O2Pm",
  "method": "ωB97M-V/def2-TZVPD",
  "s_squared": 8.7553,
  "e_homo_ha": [-0.676, -0.708],
  "charge": 2,
  "e_tot_ev": -23768.1412,
  "spin_multiplicity": 6,
  "fmax_ev_per_a": 3.2,
  "elements": ["O", "C", "C", "O", "C", "Pm", "H", "H"],
  "coordinates": [[-0.374, 0.962, -0.702], [0.446, 0.746, 0.309], [-1.104, -0.598, 0.066], [1.349, 1.402, 0.820], [0.321, -0.721, 0.310], [2.784, -0.084, -1.135], [-1.662, -1.264, -0.602], [-1.759, -0.443, 0.933]]
}

***

Entry 17:
{
  "formula": "C3H2O2Rb",
  "method": "ωB97M-V/def2-TZVPD",
  "e_homo_ha": -0.467,
  "charge": 1,
  "e_tot_ev": -7882.6631,
  "fmax_ev_per_a": 4.8,
  "elements": ["O", "C", "C", "O", "C", "H", "H", "Rb"],
  "coordinates": [[0.825, 0.823, -0.991], [-0.728, 0.830, -0.047], [0.896, 1.415, -2.110], [-1.607, 1.360, -0.701], [0.163, 1.985, -2.957], [-1.220, 1.775, -1.940], [0.268, 2.702, -3.760], [0.319, -2.276, 1.466]]
}

***

Entry 18:
{
  "formula": "C3H2O2S2",
  "method": "ωB97M-V/def2-TZVPD",
  "e_homo_ha": [-0.300, -0.305],
  "e_tot_ev": -28905.0562,
  "fmax_ev_per_a": 3.6,
  "elements": ["C", "C", "C", "O", "O", "S", "S", "H", "H"],
  "coordinates": [[1.070, -0.680, 0.008], [1.036, 0.523, -0.543], [-1.638, -0.631, -0.121], [-2.785, -0.754, -0.179], [-0.540, 1.974, 1.105], [-0.414, -1.616, 0.489], [-0.459, 1.625, -0.300], [1.734, -1.507, 0.213], [1.996, 1.067, -0.673]]
}

***

Entry 19:
{
  "formula": "C3H2O2Tl",
  "method": "ωB97M-V/def2-TZVPD",
  "e_homo_ha": -0.519,
  "charge": 1,
  "e_tot_ev": -11923.2877,
  "fmax_ev_per_a": 2.8,
  "elements": ["O", "C", "C", "O", "C", "H", "H", "Tl"],
  "coordinates": [[-0.183, -0.203, 1.232], [-2.444, -0.312, -0.895], [0.875, 0.012, 0.766], [-2.212, -0.111, -1.982], [1.857, 0.294, -0.042], [1.627, 0.285, -1.131], [2.808, 0.641, 0.360], [-2.328, -0.607, 1.692]]
}

***

Entry 20:
{
  "formula": "C3H2O2Y",
  "method": "ωB97M-V/def2-TZVPD",
  "s_squared": 0.7506,
  "e_homo_ha": [-0.579, -0.579],
  "charge": 2,
  "e_tot_ev": -8253.1356,
  "spin_multiplicity": 2,
  "fmax_ev_per_a": 3.3,
  "elements": ["O", "C", "C", "H", "H", "C", "O", "Y"],
  "coordinates": [[-0.601, -0.377, 0.241], [-1.919, 0.737, 0.938], [-1.525, 1.224, -0.138], [-2.261, 0.633, 1.957], [-1.149, 1.879, -0.909], [0.949, -1.388, -0.191], [2.027, -1.469, -0.583], [4.478, -1.238, -1.315]]
}